Formula: C39H38F9N2PReSSi
Source: OMol25
Level of theory: ωB97M-V with the def2-TZVPD basis set

Structure (XYZ):
```
92
Properties=species:S:1:pos:R:3
Re 0.60126 -0.42540 0.58111
F -3.35452 -7.60482 -1.31617
C -3.99968 -6.50023 -0.89593
F -4.46844 -6.74943 0.33563
F -5.06417 -6.33804 -1.70660
C -3.10131 -5.29518 -0.92923
C -2.39110 -5.02691 -2.09596
C -1.57083 -3.91738 -2.15952
C -1.44556 -3.07319 -1.05330
C -2.16266 -3.34867 0.09745
C -2.99622 -4.46039 0.16495
P -0.44535 -1.54355 -1.14054
C -1.53384 -0.56985 -2.25474
C -2.53176 0.18472 -1.64891
C -3.48430 0.85038 -2.40679
C -3.43664 0.75944 -3.78681
C -2.45536 0.00004 -4.40758
C -1.51480 -0.67305 -3.64546
C -4.42912 1.48774 -4.64855
F -5.06884 0.64316 -5.47850
F -5.36020 2.12588 -3.92476
F -3.82069 2.40758 -5.42322
C 0.93760 -2.06556 -2.24588
C 1.50317 -3.33327 -2.11051
C 2.67252 -3.66168 -2.77775
C 3.29121 -2.71956 -3.58470
C 2.74524 -1.45511 -3.73075
C 1.57774 -1.13230 -3.05640
C 4.55892 -3.07442 -4.30928
F 4.30824 -3.66442 -5.49417
F 5.31069 -1.98375 -4.56332
F 5.32110 -3.92602 -3.60007
H -2.48183 -5.68938 -2.94807
H -1.02548 -3.71093 -3.07169
H -2.06848 -2.69745 0.94746
H -3.55299 -4.67179 1.06846
H -2.55148 0.25505 -0.56917
H -4.25468 1.43808 -1.92571
H -2.43303 -0.07388 -5.48800
H -0.76803 -1.27473 -4.14511
H 1.04881 -4.06112 -1.45220
H 3.11702 -4.63941 -2.64662
H 3.24089 -0.71785 -4.34859
H 1.18346 -0.12528 -3.13623
C -1.97209 2.31122 1.44248
C -0.72558 2.55709 0.58115
C -1.07568 3.50530 -0.57016
C 0.33070 3.23324 1.46986
C -0.13256 1.25133 0.03614
H -2.36877 3.26933 1.79056
H -1.72451 1.70476 2.31579
H -2.76614 1.80449 0.89056
H -1.50736 4.43422 -0.18888
H -1.80077 3.04749 -1.24830
H -0.18411 3.75896 -1.15226
H 0.00091 4.24158 1.73839
H 1.29200 3.31506 0.95250
H 0.48099 2.66650 2.38725
H 0.04423 1.37342 -1.05051
C -0.55219 -2.89273 3.02224
Si -0.80460 -1.08551 2.50656
C -2.71424 -0.93307 2.41104
C -0.28876 -0.10754 4.03952
C -1.08536 -0.09708 5.19084
C -0.72933 0.63949 6.31270
C 0.44453 1.38523 6.31110
C 1.26554 1.37158 5.19324
C 0.89594 0.63002 4.07706
H -1.14234 -3.11401 3.92044
H 0.49316 -3.11987 3.24784
H -0.87660 -3.57528 2.23229
H -3.18544 -1.88404 2.68550
H -3.05727 -0.65812 1.41020
H -3.09874 -0.17290 3.09881
H -2.00656 -0.67357 5.21041
H -1.36541 0.63250 7.19096
H 0.71767 1.97211 7.18012
H 2.19076 1.93698 5.19136
H 1.55922 0.62419 3.21412
C 6.61215 -1.34566 -1.34058
C 5.22148 -0.89700 -1.01970
C 4.71667 0.31826 -1.47714
C 3.43537 0.65102 -1.09635
N 2.70612 -0.15558 -0.33354
C 3.25536 -1.34130 0.04333
S 2.15873 -2.31593 0.98996
N 4.48494 -1.72620 -0.27089
H 7.16156 -0.59332 -1.90389
H 6.57578 -2.26997 -1.91957
H 7.14020 -1.56710 -0.41303
H 5.29947 0.97084 -2.11195
H 2.96737 1.58078 -1.40443
```

Calculated values
**Energy**: -3624.63378 Eh
**M**: 983.063 g/mol
**Kohn-Sham gap (spin up / spin down)**: 7.00 / 6.93 eV
**Net charge**: 0
**Relative energy (zero: lowest compared OMol25 entry of this formula, charge and spin)**: 8.6 kcal per mole
**Multiplicity**: 2

Atomic partial charges in e from the Löwdin method, atoms 1 to 6:
1. Re 0.788
2. F 0.141
3. C -0.584
4. F 0.141
5. F 0.143
6. C -0.113